(1)
A molecular structure, C41H73N11OTeTi. Source: OMol25; level of theory: ωB97M-V/def2-TZVPD.

The HOMO energy (spin up / spin down) is -0.29810 / -0.29834 Eh. Its strongest force on any atom is 0.0572 Eh/bohr. The frontier orbital gap (spin up / spin down) comes out at 6.06 / 6.07 eV. As for the LUMO energy (spin up / spin down): -2.05 / -2.05 eV.

ORCA input file:
```
! RIJCOSX wB97M-V def2-TZVPD def2/J DEFGRID3
* xyz 1 2
Ti -1.7176 -0.0503 -0.1143
C -1.8318 2.6467 -1.9533
N -3.2892 2.6614 -1.9107
C -3.9040 3.7346 -2.6790
C -3.9744 2.0780 -0.8812
N -3.4943 1.0144 -0.3075
C -4.2724 0.3668 0.7582
C -4.3097 -1.1614 0.5187
N -2.9781 -1.6797 0.1224
C -2.2786 -2.4757 1.1587
C -2.2649 -1.7957 2.5115
N -1.9127 -0.3712 2.4028
C -1.6732 0.2322 3.5039
N -1.3548 1.6078 3.4507
C -2.5017 2.4717 3.7030
C -0.1642 2.0262 4.1858
N -1.8271 -0.4575 4.7218
C -3.1788 -0.4824 5.2652
C -0.7755 -0.5354 5.7234
C -3.0535 -2.4162 -1.1485
C -3.1700 -1.3885 -2.2735
N -1.9323 -0.6157 -2.2327
C -1.4028 -0.3481 -3.4120
N -2.1702 -0.2586 -4.5385
C -1.7393 -0.8195 -5.8070
C -3.4546 0.4153 -4.5560
N -0.0672 -0.1893 -3.5690
C 0.7916 -1.3104 -3.2018
C 0.4707 0.6821 -4.6027
N -5.1724 2.6593 -0.4601
C -6.4447 2.2774 -1.0456
C -5.1159 4.0066 0.0885
H -1.5008 2.7213 -2.9894
H -1.4548 1.7175 -1.5428
H -1.4178 3.4922 -1.3985
H -3.4802 3.7270 -3.6829
H -3.7250 4.7196 -2.2393
H -4.9737 3.5731 -2.7642
H -5.2872 0.7520 0.8078
H -3.7894 0.5664 1.7090
H -5.0265 -1.3612 -0.2762
H -4.6777 -1.6595 1.4158
H -1.2497 -2.5963 0.8174
H -2.7436 -3.4605 1.2736
H -1.5502 -2.3065 3.1553
H -3.2422 -1.8970 2.9911
H -3.3397 2.1765 3.0676
H -2.2211 3.4950 3.4505
H -2.8346 2.4574 4.7502
H 0.0962 3.0351 3.8608
H 0.6579 1.3596 3.9249
H -0.3067 2.0503 5.2715
H -3.9089 -0.2869 4.4783
H -3.3149 0.2768 6.0445
H -3.3885 -1.4592 5.7088
H 0.1978 -0.5147 5.2375
H -0.8786 -1.4908 6.2422
H -0.8258 0.2582 6.4768
H -3.8904 -3.1211 -1.1526
H -2.1206 -2.9619 -1.2866
H -4.0550 -0.7638 -2.1181
H -3.2806 -1.8998 -3.2313
H -0.8218 -1.3861 -5.6736
H -1.5774 -0.0489 -6.5652
H -2.5054 -1.5043 -6.1781
H -3.6294 0.8870 -3.5917
H -4.2758 -0.2720 -4.7810
H -3.4457 1.1890 -5.3299
H 0.4529 -1.7286 -2.2640
H 1.8117 -0.9691 -3.0819
H 0.7797 -2.0809 -3.9858
H -0.3062 1.3441 -4.9817
H 0.9043 0.1203 -5.4346
H 1.2585 1.2967 -4.1661
H -6.3620 1.2967 -1.5153
H -6.7907 2.9980 -1.7964
H -7.2105 2.2258 -0.2678
H -4.0868 4.2547 0.3489
H -5.7136 4.0451 1.0017
H -5.5060 4.7608 -0.6033
C -0.1634 1.6772 0.8174
C 0.4024 0.2374 0.9483
O 1.0738 -0.0496 1.9481
N 0.1566 -0.5489 -0.1010
Te 2.6116 -1.6623 -0.1492
C 4.4900 -2.7833 -0.1097
C 4.6656 -3.9144 0.6957
C 3.6608 -4.3395 1.7436
C 5.8056 -4.7076 0.5433
C 6.7731 -4.4228 -0.4019
C 7.9905 -5.2924 -0.5761
C 6.5824 -3.3095 -1.2152
C 5.4669 -2.4909 -1.0917
C 5.3326 -1.3320 -2.0485
C 3.5821 0.1354 0.4648
C 4.3419 0.1667 1.6427
C 4.4556 -1.0167 2.5640
C 5.0157 1.3384 1.9857
C 4.9444 2.4825 1.2089
C 5.7043 3.7332 1.5654
C 4.1493 2.4486 0.0708
C 3.4624 1.3007 -0.3109
C 2.6489 1.3619 -1.5815
H 0.1447 2.2407 1.6850
H -1.2785 1.6495 0.7935
H 0.2393 2.1353 -0.0847
H 2.7811 -3.7026 1.7242
H 4.1054 -4.2929 2.7408
H 3.3457 -5.3707 1.5680
H 5.9218 -5.5791 1.1819
H 8.0095 -6.1000 0.1550
H 8.9019 -4.7026 -0.4628
H 8.0060 -5.7324 -1.5753
H 7.3179 -3.0829 -1.9822
H 6.1646 -1.3228 -2.7537
H 5.3189 -0.3806 -1.5140
H 4.4029 -1.4151 -2.6149
H 3.5434 -1.6095 2.5172
H 4.6090 -0.6848 3.5919
H 5.2981 -1.6485 2.2772
H 5.6101 1.3543 2.8941
H 6.2791 3.6044 2.4816
H 5.0270 4.5785 1.7030
H 6.3936 3.9965 0.7609
H 4.0633 3.3453 -0.5376
H 2.3241 2.3889 -1.7727
H 1.7716 0.7208 -1.5183
H 3.2675 1.0455 -2.4280
*
```

(2)
5 unconnected molecules or ions with the total composition C41H75NO3. Source: OMol25; level of theory: ωB97M-V/def2-TZVPD.

The HOMO energy is -0.34462 Eh. Its strongest force on any atom is 0.0145 Eh/bohr. The frontier orbital gap comes out at 8.46 eV. As for the LUMO energy: -0.92 eV.

ORCA input file:
```
! RIJCOSX wB97M-V def2-TZVPD def2/J DEFGRID3
* xyz 0 1
C 0.4010 -3.2908 1.7873
C -0.7129 -4.2991 1.7485
O -0.5157 -5.4793 1.6141
N -2.0332 -3.7432 1.9168
C -2.5501 -3.5135 0.5444
C -2.9222 -4.6471 2.6677
C -2.9384 -4.4254 4.2033
C -1.7768 -3.6151 4.8024
C -1.1976 -4.1691 6.1181
C 0.0072 -5.0456 5.9285
C 0.1380 -5.9397 4.9380
C 1.3263 -6.8118 4.7885
O 1.3060 -7.7876 4.0715
C 2.5422 -6.4249 5.5618
C 3.7783 -6.9760 5.2461
C 4.8995 -6.6019 5.9723
C 4.7823 -5.6953 7.0253
C 3.5474 -5.1599 7.3550
C 2.4238 -5.5152 6.6143
C 1.0979 -4.9262 6.9490
O 0.9045 -4.3606 8.0035
H 0.1024 -2.3622 1.2934
H 0.6268 -3.0366 2.8215
H 1.2746 -3.6937 1.2797
H -3.1622 -2.6147 0.4979
H -3.0962 -4.3913 0.1907
H -1.7091 -3.3796 -0.1409
H -2.6808 -5.6880 2.4417
H -3.9321 -4.4787 2.2919
H -3.8692 -3.9168 4.4577
H -2.9836 -5.4056 4.6839
H -0.9681 -3.5395 4.0866
H -2.1315 -2.6070 5.0118
H -1.9616 -4.7297 6.6671
H -0.9163 -3.3491 6.7781
H -0.6512 -6.0974 4.2097
H 3.8435 -7.6900 4.4359
H 5.8653 -7.0191 5.7186
H 5.6562 -5.4057 7.5948
H 3.4486 -4.4649 8.1777
C 6.2003 0.1863 -1.0537
C 6.3059 -0.9830 -0.0792
C 5.1001 -1.9206 -0.1189
C 3.7690 -1.2638 0.2481
C 3.7313 -0.6036 1.6259
C 3.9516 -1.5734 2.7835
H 5.3438 0.8239 -0.8286
H 7.0928 0.8118 -1.0135
H 6.0890 -0.1725 -2.0792
H 6.4492 -0.6009 0.9353
H 7.2030 -1.5625 -0.3119
H 5.2860 -2.7688 0.5458
H 5.0120 -2.3421 -1.1251
H 2.9805 -2.0225 0.1985
H 3.5102 -0.5145 -0.5060
H 2.7563 -0.1228 1.7492
H 4.4713 0.1998 1.6764
H 3.1962 -2.3628 2.7779
H 3.8802 -1.0523 3.7394
H 4.9331 -2.0476 2.7419
C 1.3889 2.6502 -1.4357
C 0.0677 2.5112 -0.6869
C -0.2196 1.0948 -0.1938
C -0.3041 0.0302 -1.2894
C -1.3351 0.2977 -2.3813
C -2.7623 0.3641 -1.8535
H 1.4033 2.0378 -2.3391
H 1.5501 3.6855 -1.7406
H 2.2335 2.3488 -0.8116
H -0.7486 2.8538 -1.3310
H 0.0706 3.1824 0.1759
H -1.1510 1.1055 0.3794
H 0.5632 0.7977 0.5127
H -0.5349 -0.9279 -0.8098
H 0.6771 -0.0968 -1.7561
H -1.2671 -0.5034 -3.1220
H -1.0939 1.2218 -2.9132
H -3.0232 -0.5720 -1.3538
H -3.4735 0.5163 -2.6670
H -2.8979 1.1817 -1.1436
C -7.1021 2.9961 -0.2360
C -6.8836 4.3834 -0.8323
C -6.7890 4.3843 -2.3573
C -5.6338 3.5588 -2.9265
C -4.2498 3.9600 -2.4202
C -3.8555 5.3896 -2.7786
H -6.2736 2.3235 -0.4644
H -7.1928 3.0463 0.8498
H -8.0163 2.5451 -0.6276
H -5.9817 4.8273 -0.4017
H -7.7100 5.0345 -0.5359
H -6.7096 5.4169 -2.7079
H -7.7264 3.9987 -2.7705
H -5.6500 3.6432 -4.0177
H -5.7978 2.5003 -2.7055
H -3.5144 3.2716 -2.8474
H -4.1942 3.8251 -1.3361
H -3.8690 5.5359 -3.8610
H -2.8495 5.6186 -2.4233
H -4.5330 6.1198 -2.3335
C -0.2293 3.5532 -4.9205
C 0.2054 4.9904 -4.6520
C 0.1138 5.8970 -5.8781
C 0.9929 5.4719 -7.0558
C 2.4818 5.3523 -6.7335
C 3.1131 6.6623 -6.2722
H 0.4021 3.0696 -5.6674
H -0.1723 2.9583 -4.0076
H -1.2610 3.5198 -5.2785
H 1.2260 4.9945 -4.2586
H -0.4234 5.4112 -3.8622
H 0.3657 6.9191 -5.5830
H -0.9268 5.9306 -6.2165
H 0.8628 6.1978 -7.8646
H 0.6378 4.5164 -7.4513
H 3.0022 5.0002 -7.6278
H 2.6384 4.5837 -5.9714
H 2.9963 7.4380 -7.0320
H 4.1801 6.5377 -6.0834
H 2.6585 7.0269 -5.3499
*
```

(3)
A molecular structure, C41H76F36N11O30S12. Source: OMol25; level of theory: ωB97M-V/def2-TZVPD.

The HOMO energy is -0.23539 Eh. Its strongest force on any atom is 0.1105 Eh/bohr. The frontier orbital gap comes out at 5.16 eV. As for the LUMO energy: -1.25 eV.

ORCA input file:
```
! RIJCOSX wB97M-V def2-TZVPD def2/J DEFGRID3
* xyz -1 1
C -20.4998 -7.5549 -10.0575
C -19.6707 -8.6170 -9.1902
C -18.9564 -9.6878 -10.0649
O -18.1937 -10.5239 -9.2158
C -17.8058 -11.6845 -9.9610
N -18.5612 -7.8432 -8.4681
H -17.9585 -8.5274 -8.0337
H -17.9297 -7.3820 -9.1072
H -18.8279 -7.2449 -7.6994
H -21.0464 -6.8431 -9.4388
H -21.3292 -8.0146 -10.5950
H -19.8558 -7.0083 -10.7464
H -20.1922 -9.0906 -8.3584
H -18.3060 -9.1831 -10.7792
H -19.6900 -10.1820 -10.7020
H -17.3271 -12.4887 -9.4022
H -17.0798 -11.5000 -10.7528
H -18.6301 -12.1809 -10.4730
C -22.3372 -16.5732 -17.5343
C -21.9450 -16.5455 -19.0120
C -22.6663 -17.6220 -19.8471
O -22.4658 -17.2913 -21.2645
C -22.9389 -18.1904 -22.2179
N -22.3197 -15.1305 -19.4722
H -23.1069 -14.7256 -18.9860
H -21.5283 -14.5031 -19.4551
H -22.6364 -15.1801 -20.4300
H -21.9401 -15.6792 -17.0536
H -21.7205 -17.3424 -17.0694
H -23.4067 -16.6126 -17.3275
H -20.8603 -16.6304 -19.0771
H -23.7352 -17.4852 -19.6836
H -22.3191 -18.6045 -19.5272
H -22.3804 -19.1260 -22.1909
H -22.6504 -17.8209 -23.2019
H -24.0225 -18.2246 -22.1048
C -17.8773 -3.6977 -16.6686
C -16.9258 -3.0480 -17.6846
C -15.5312 -3.7838 -17.5995
N -14.3654 -3.1301 -18.3617
C -13.1281 -4.0392 -18.4385
C -13.4072 -5.1618 -19.4841
C -13.8315 -4.6104 -20.8352
C -15.1178 -3.8031 -20.7323
C -14.8252 -2.6322 -19.7543
C -14.0032 -1.9236 -17.5421
H -17.6384 -3.6621 -15.6056
H -18.1332 -4.7311 -16.9024
H -18.8218 -3.1538 -16.6762
H -16.7797 -1.9821 -17.5096
H -17.4376 -3.0997 -18.6456
H -15.6171 -4.7412 -18.1134
H -15.1597 -3.9585 -16.5898
H -12.9662 -4.3948 -17.4209
H -12.2400 -3.4859 -18.7440
H -14.1059 -5.8846 -19.0628
H -12.5155 -5.7515 -19.6970
H -13.9312 -5.3822 -21.5984
H -13.1216 -3.8814 -21.2259
H -15.9944 -4.3315 -20.3576
H -15.3574 -3.4529 -21.7363
H -15.6622 -1.9551 -19.5838
H -13.9780 -2.0577 -20.1288
H -13.9490 -2.1788 -16.4838
H -14.7727 -1.1925 -17.7900
H -13.0118 -1.6659 -17.9147
C -10.5788 -16.7629 -17.7817
O -11.6638 -16.6640 -18.6206
C -11.4639 -17.3381 -19.8608
C -12.4742 -16.8926 -20.9898
N -12.5293 -15.3300 -21.1712
H -13.1722 -15.0037 -20.4639
H -11.6400 -14.8714 -21.0339
C -13.0416 -14.8011 -22.5105
C -14.5246 -15.0785 -22.7188
O -14.7776 -16.4389 -22.5354
C -16.1348 -16.7975 -22.4367
H -10.6972 -16.1203 -16.9093
H -9.6497 -16.3674 -18.1922
H -10.5627 -17.8125 -17.4882
H -11.5184 -18.4266 -19.8763
H -10.5087 -16.9791 -20.2439
H -13.4866 -17.2673 -20.8391
H -12.1778 -17.2592 -21.9726
H -12.5103 -15.2203 -23.3649
H -12.7795 -13.7447 -22.5694
H -14.8847 -14.8506 -23.7220
H -15.1375 -14.5160 -22.0146
H -16.2422 -17.8734 -22.2991
H -16.7117 -16.6206 -23.3444
H -16.7410 -16.3351 -21.6577
C -22.5041 -3.6417 -25.4580
O -21.9991 -3.3067 -26.7474
C -21.0598 -4.2687 -27.2090
C -20.6175 -3.9581 -28.6752
N -20.1418 -2.4944 -28.7940
H -20.6654 -1.9289 -28.1411
H -19.1886 -2.4012 -28.4734
C -20.1558 -1.8853 -30.2101
C -21.5397 -1.5457 -30.7096
O -22.3101 -1.0388 -29.7018
C -22.4224 0.3954 -29.4707
H -23.3333 -2.9646 -25.2528
H -21.9071 -3.3918 -24.5809
H -22.8228 -4.6817 -25.3878
H -21.4874 -5.2632 -27.0820
H -20.1827 -4.2137 -26.5642
H -21.4860 -4.1418 -29.3077
H -19.9100 -4.6746 -29.0925
H -19.6233 -2.6346 -30.7958
H -19.4846 -1.0419 -30.0485
H -22.1824 -2.3838 -30.9789
H -21.5965 -0.9275 -31.6056
H -21.4477 0.8418 -29.6681
H -22.9723 0.5714 -28.5462
H -23.0100 0.7335 -30.3242
C -20.1908 -11.1616 -22.3917
F -21.3377 -10.9757 -21.7410
F -19.9387 -12.4330 -22.5664
F -20.3244 -10.5778 -23.5754
S -18.7813 -10.2830 -21.3486
O -17.5672 -10.3053 -22.0800
O -19.4290 -9.0144 -21.0681
N -18.7784 -11.4157 -20.0321
S -17.5568 -11.0302 -19.1906
O -16.2849 -11.6766 -19.6080
O -17.4877 -9.5989 -18.8881
C -17.7653 -11.9963 -17.5042
F -16.7891 -11.5023 -16.6600
F -18.8752 -11.4874 -16.9077
F -17.7966 -13.3707 -17.6151
C -16.3810 -25.1643 -19.1466
F -15.1469 -24.6926 -18.9359
F -16.2982 -25.6504 -20.3732
F -16.6145 -26.1483 -18.2886
S -17.6890 -23.7407 -19.0108
O -17.5002 -22.9107 -20.2269
O -19.0079 -24.3821 -18.9984
N -17.4325 -22.9594 -17.4337
S -16.7127 -21.6788 -17.8463
O -15.3267 -21.8964 -18.3782
O -17.4858 -20.6657 -18.5146
C -16.5049 -21.1676 -16.0136
F -15.5345 -21.8765 -15.4446
F -16.1857 -19.8984 -16.1539
F -17.6832 -21.1952 -15.3144
C -11.2999 -14.2647 -30.2191
F -10.1526 -14.8324 -30.4092
F -12.2265 -14.9772 -30.7781
F -11.5601 -14.2803 -28.9573
S -11.3916 -12.4198 -30.7774
O -10.2157 -11.8080 -30.1878
O -11.4109 -12.5599 -32.2596
N -12.9798 -12.0117 -30.2092
S -12.7956 -10.7277 -29.3236
O -12.1180 -10.9983 -28.0586
O -12.1840 -9.6203 -30.0648
C -14.6735 -10.2150 -29.0551
F -14.7117 -8.9753 -28.5966
F -15.3448 -10.2727 -30.2212
F -15.1733 -11.1282 -28.2086
C -7.6054 -14.3148 -23.5954
F -6.7494 -14.8776 -24.4032
F -8.2241 -13.3164 -24.2726
F -8.5776 -15.1700 -23.2982
S -6.8234 -13.5596 -22.0245
O -6.0589 -14.5908 -21.3375
O -5.9956 -12.5172 -22.6560
N -8.2438 -13.0500 -21.1321
S -7.6730 -11.8975 -20.2965
O -6.5639 -12.3605 -19.4623
O -7.4009 -10.7094 -21.1025
C -9.2046 -11.3771 -19.1716
F -8.8028 -10.3539 -18.3759
F -10.2136 -11.0492 -19.9607
F -9.5118 -12.4031 -18.4436
C -24.3780 -10.2552 -16.2276
F -24.5505 -8.9557 -15.9078
F -23.6688 -10.4347 -17.3640
F -23.7752 -10.8470 -15.1816
S -26.1446 -11.0207 -16.3946
O -26.4936 -11.2238 -14.9946
O -27.0217 -10.0044 -16.9839
N -26.0019 -12.5367 -17.2539
S -27.4241 -13.2096 -17.2323
O -27.3370 -14.5553 -16.6341
O -28.5311 -12.3932 -16.6334
C -27.7702 -13.3456 -19.1000
F -28.9275 -13.9912 -19.2200
F -27.9284 -12.1348 -19.6288
F -26.8022 -14.0491 -19.7425
C -14.3266 -6.8301 -11.9272
F -15.3513 -6.6444 -12.7919
F -14.4914 -7.7824 -10.9658
F -13.1953 -7.0624 -12.6376
S -14.0755 -5.1331 -11.0045
O -13.2019 -5.4005 -9.8732
O -13.4772 -4.2411 -12.0212
N -15.6589 -4.7310 -10.3968
S -15.6802 -3.1775 -10.4799
O -14.5268 -2.5985 -9.7558
O -15.9765 -2.6679 -11.8223
C -17.3508 -2.8512 -9.5542
F -17.5238 -1.4679 -9.3642
F -18.3480 -3.2952 -10.3107
F -17.3169 -3.4906 -8.3472
*
```